Record 1
Computed, not measured: a molecular structure, C49H53BiFN13, with the ωB97M-V functional and the def2-TZVPD basis.

Values from the calculation:
Gap between HOMO and LUMO, eV: 4.24
HOMO energy, eV: -0.4
Strongest force on any atom, hartree/bohr: 0.016
LUMO, eV: 3.83
E_tot, Ha: -2925.32413
Charge: -2

Element x y z (Å)
Bi1 1.02336 0.04096 -0.65424
C1 -3.62975 3.80405 0.53774
C2 -2.42366 2.91326 0.23440
C3 -2.54233 2.34409 -1.18120
C4 -1.09354 3.61289 0.46917
C5 -1.00575 4.99222 0.34901
C6 0.18769 5.67066 0.53800
C7 1.32718 4.95998 0.86468
C8 1.29528 3.57796 0.99961
C9 2.55563 2.85048 1.41491
C10 3.64046 2.94611 0.33743
C11 3.07238 3.34366 2.77018
C12 0.07807 2.88249 0.79844
N1 0.06208 1.48160 0.84772
C13 -0.65829 0.73470 1.74724
C14 -0.64577 -0.64620 1.68527
N2 0.27269 -1.33723 0.91662
C15 0.81852 -2.55369 1.40132
C16 0.99302 -3.60964 0.46947
C17 1.59296 -4.79709 0.86571
C18 1.99653 -4.99120 2.17120
C19 1.77657 -3.98928 3.09675
C20 1.20370 -2.76801 2.76139
C21 1.02326 -1.78510 3.92281
C22 -0.01562 -2.30319 4.93052
C23 2.31108 -1.51857 4.71466
C24 0.51041 -3.50457 -0.96483
C25 1.68128 -3.47049 -1.94979
C26 -0.46601 -4.63080 -1.31674
C27 -1.70666 -1.16955 2.53454
C28 -2.30319 -2.38941 2.73725
C29 -3.36591 -2.47661 3.66987
C30 -3.80978 -1.40254 4.40279
C31 -3.21790 -0.12406 4.20665
C32 -3.52840 1.09482 4.86721
C33 -2.85074 2.24217 4.53129
C34 -1.86630 2.28806 3.51467
C35 -1.55659 1.12904 2.84200
C36 -2.21721 -0.05859 3.25148
H1 -4.54025 3.20203 0.52574
H2 -3.74339 4.59129 -0.21127
H3 -3.53869 4.26762 1.52247
H4 -2.48000 2.06705 0.90939
H5 -2.50276 3.14199 -1.92801
H6 -3.49351 1.81629 -1.28664
H7 -1.73587 1.64434 -1.38322
H8 -1.88259 5.56602 0.07521
H9 0.22338 6.74877 0.43191
H10 2.25802 5.49263 1.02933
H11 2.31360 1.80189 1.55143
H12 3.94678 3.98241 0.17174
H13 3.27333 2.54288 -0.61027
H14 4.52089 2.37484 0.64156
H15 3.43535 4.37358 2.71687
H16 3.89134 2.70272 3.10364
H17 2.27430 3.29118 3.51354
H18 1.73556 -5.58920 0.13925
H19 2.46882 -5.91912 2.47261
H20 2.07500 -4.15818 4.12489
H21 0.68830 -0.83200 3.52179
H22 0.34270 -3.22133 5.40426
H23 -0.97232 -2.51030 4.46274
H24 -0.17855 -1.55671 5.71268
H25 2.66457 -2.42269 5.21661
H26 2.10338 -0.76805 5.48317
H27 3.09985 -1.14987 4.07654
H28 -0.04684 -2.57839 -1.07571
H29 2.26827 -4.39134 -1.88586
H30 2.34914 -2.62990 -1.74079
H31 1.30675 -3.35717 -2.96772
H32 0.02797 -5.60505 -1.35989
H33 -0.91616 -4.43340 -2.29185
H34 -1.26248 -4.68274 -0.57023
H35 -1.96682 -3.27351 2.20910
H36 -3.83777 -3.44125 3.81925
H37 -4.61449 -1.52458 5.11932
H38 -4.28641 1.11236 5.64265
H39 -3.08425 3.15923 5.06091
H40 -1.37654 3.22565 3.28101
N3 4.70043 -0.67514 -1.66025
C37 4.31933 -0.66546 -0.35708
N4 5.18717 -0.89783 0.61480
N5 4.47224 -0.79475 1.74547
N6 3.24859 -0.52818 1.49973
N7 3.08695 -0.44026 0.15821
C38 3.97750 -0.17543 -2.72222
N8 4.51012 0.03679 -3.91524
N9 3.47452 0.48291 -4.65169
N10 2.40187 0.53428 -3.93957
N11 2.68196 0.11677 -2.68450
H41 5.68345 -0.80833 -1.82165
C39 -1.50593 2.80837 -5.54928
N12 -0.69898 2.98235 -4.36632
C40 -0.10215 4.14467 -3.93226
C41 0.53724 3.82152 -2.76990
N13 0.33943 2.49829 -2.48536
C42 -0.39881 2.02579 -3.45847
H42 -2.02296 3.73915 -5.78012
H43 -2.23679 2.02153 -5.37138
H44 -0.89995 2.52217 -6.41091
H45 -0.18089 5.06890 -4.47930
H46 1.11559 4.45548 -2.11631
H47 -0.73738 0.99935 -3.56024
F1 -3.75980 -5.04069 -6.50221
C43 -3.09037 -4.08587 -5.74685
C44 -1.95444 -3.47993 -6.26031
C45 -1.27541 -2.54358 -5.50930
C46 -1.68842 -2.17827 -4.18195
C47 -0.97941 -1.28053 -3.39893
C48 -2.89119 -2.82103 -3.72749
C49 -3.56393 -3.75379 -4.48888
H48 -1.61554 -3.75175 -7.25443
H49 -0.39402 -2.05940 -5.91567
H50 -0.02423 -0.87687 -3.71613
H51 -1.31897 -1.04265 -2.39226
H52 -3.26897 -2.55686 -2.74494
H53 -4.45413 -4.24507 -4.11012

---

Record 2
Computed, not measured: a molecular structure, C20H34F6N7O4PPdS2 in a non-equilibrium geometry, with the ωB97M-V functional and the def2-TZVPD basis.

Values from the calculation:
Gap between HOMO and LUMO (spin up / spin down), eV: 6.64 / 6.62
HOMO energy (spin up / spin down), eV: -8.3 / -8.3
Strongest force on any atom, hartree/bohr: 0.059
LUMO (spin up / spin down), eV: -1.61 / -1.66
E_tot, Ha: -3331.51134

Element x y z (Å)
Pd1 -0.83662 0.46122 -1.45813
F1 -2.24294 -1.06680 -6.10930
C1 -1.84234 -1.74416 -5.03754
F2 -0.52364 -1.96183 -5.14800
F3 -2.46390 -2.92038 -5.02814
S1 -2.15758 -0.84543 -3.42820
O1 -1.44037 -1.68993 -2.50687
O2 -3.56703 -0.69850 -3.29733
N1 -1.38586 0.51987 -3.74817
S2 -2.00563 1.87156 -3.20968
O3 -2.88261 1.75387 -2.07622
O4 -1.00812 2.89974 -3.15522
C2 -3.10827 2.41709 -4.63683
F4 -2.56958 3.46123 -5.27207
F5 -3.24529 1.42866 -5.52260
F6 -4.31287 2.76892 -4.20343
N2 2.00763 2.17337 -4.20973
C3 1.93506 0.87283 -4.63563
C4 1.57654 0.14905 -3.54112
N3 1.42381 0.98624 -2.45706
C5 1.68594 2.19311 -2.90203
H1 2.18743 2.97470 -4.78789
H2 2.13407 0.58309 -5.65076
H3 1.42495 -0.91389 -3.46120
H4 1.67342 3.09377 -2.31577
N4 -0.98371 -0.47953 0.27571
P1 0.18399 -0.28143 1.31039
N5 0.25066 1.25404 2.02204
C6 0.98493 2.32725 1.35959
C7 0.17341 2.99041 0.24830
C8 -1.15534 3.51743 0.78338
C9 -1.91467 2.38418 1.46857
C10 -1.04145 1.72476 2.53698
N6 -0.12680 -1.27146 2.62036
C11 -0.93602 -2.46588 2.40681
C12 -2.13837 -2.48066 3.34446
C13 -1.66566 -2.36921 4.79294
C14 -0.80231 -1.12245 4.98390
C15 0.35030 -1.09677 3.97737
N7 1.74072 -0.50541 0.74657
C16 1.94319 -1.36847 -0.41724
C17 2.35955 -2.78044 -0.01284
C18 3.59858 -2.73495 0.87915
C19 3.34416 -1.83717 2.08848
C20 2.89351 -0.44915 1.63216
H5 1.91385 1.92567 0.95776
H6 1.22295 3.07759 2.12380
H7 -0.02492 2.22069 -0.52451
H8 0.75835 3.79409 -0.20356
H9 -1.75081 3.92371 -0.03608
H10 -0.96426 4.32511 1.49853
H11 -2.19151 1.63281 0.72128
H12 -2.82812 2.75903 1.93429
H13 -1.56475 0.87465 2.97312
H14 -0.82998 2.45120 3.33124
H15 -0.32758 -3.36495 2.58527
H16 -1.26226 -2.46591 1.36527
H17 -2.69807 -3.40680 3.20021
H18 -2.79203 -1.64182 3.09259
H19 -1.07987 -3.25818 5.04723
H20 -2.52155 -2.33257 5.46919
H21 -0.39268 -1.10016 5.99644
H22 -1.41868 -0.23085 4.85005
H23 1.05110 -1.90573 4.23234
H24 0.88594 -0.14915 4.04202
H25 2.71718 -0.91793 -1.04631
H26 1.01387 -1.39720 -0.98739
H27 2.55368 -3.37666 -0.90670
H28 1.53426 -3.25101 0.53016
H29 4.44627 -2.34495 0.30767
H30 3.86219 -3.74097 1.21058
H31 4.24776 -1.74284 2.69544
H32 2.56332 -2.28325 2.70948
H33 3.71639 0.03152 1.08814
H34 2.64506 0.17236 2.49429

---

Record 3
Computed, not measured: 3 unconnected molecules or ions with the total composition C16H35IN3O7S in a non-equilibrium geometry, with the ωB97M-V functional and the def2-TZVPD basis.

Values from the calculation:
Gap between HOMO and LUMO, eV: 4.95
HOMO energy, eV: -10.8
Strongest force on any atom, hartree/bohr: 0.044
LUMO, eV: -5.89
E_tot, Ha: -2017.01683
Charge: +1

Element x y z (Å)
I1 3.91579 -0.81924 -3.88054
N1 4.56351 -2.16875 -2.41721
C1 3.88776 -1.85808 -1.10231
C2 4.30719 -2.81958 -0.01168
S1 5.67801 -2.24072 1.03477
C3 5.33078 -0.54005 1.16015
N2 4.58133 0.08755 1.95457
N3 4.68591 1.42670 1.61971
C4 5.47856 1.50186 0.65941
O1 5.94646 0.27393 0.27751
H1 4.32882 -3.12658 -2.66697
H2 5.57399 -2.06998 -2.33641
H3 2.82578 -1.93962 -1.25548
H4 4.09411 -0.82519 -0.88559
H5 3.45000 -3.01610 0.60933
H6 4.63839 -3.74705 -0.44782
H7 5.81920 2.35430 0.12297
C5 0.55777 0.09600 0.24107
O2 0.25304 1.10481 1.16322
C6 1.36194 1.93038 1.51294
C7 0.93968 3.36109 1.76297
O3 0.61776 4.10551 0.59737
C8 -0.60770 3.83454 -0.06240
C9 -1.83356 4.32519 0.67525
O4 -2.12725 3.50886 1.79793
C10 -2.67952 4.22285 2.88638
H8 1.16723 -0.69703 0.70515
H9 -0.38314 -0.33558 -0.10409
H10 1.09014 0.50427 -0.63265
H11 2.11741 1.91923 0.71960
H12 1.80979 1.53067 2.42997
H13 1.80706 3.87090 2.18754
H14 0.13996 3.41708 2.50251
H15 -0.69869 2.77860 -0.32520
H16 -0.55324 4.39637 -0.99788
H17 -2.69231 4.29321 -0.00935
H18 -1.67371 5.36208 0.98779
H19 -2.06228 5.09030 3.14195
H20 -2.69947 3.55065 3.74207
H21 -3.70113 4.55086 2.66702
C11 -2.96740 0.82144 -0.00604
O5 -2.45935 -0.48580 -0.19133
C12 -2.58190 -1.30664 0.95746
C13 -2.82672 -2.74591 0.57132
O6 -4.13301 -3.04143 0.10767
C14 -4.55935 -2.55995 -1.15733
C15 -3.88775 -3.21069 -2.34179
O7 -2.56466 -2.71517 -2.47965
C16 -1.62554 -3.64312 -2.94778
H22 -2.32025 1.41041 0.64963
H23 -3.00905 1.29700 -0.98620
H24 -3.98254 0.79468 0.40590
H25 -3.39541 -0.96071 1.60295
H26 -1.63993 -1.25030 1.52189
H27 -2.72222 -3.34507 1.47900
H28 -2.06651 -3.09279 -0.13273
H29 -4.48627 -1.47273 -1.22011
H30 -5.62032 -2.81436 -1.20297
H31 -4.44454 -2.96126 -3.25384
H32 -3.89241 -4.29853 -2.21274
H33 -1.64779 -4.56799 -2.35941
H34 -0.65027 -3.17102 -2.81821
H35 -1.77219 -3.87429 -4.00925

---

Record 4
Computed, not measured: a single C7H11N3S molecule in a non-equilibrium geometry, with the ωB97M-V functional and the def2-TZVPD basis.

Values from the calculation:
Gap between HOMO and LUMO, eV: 9.16
HOMO energy, eV: -8.4
Strongest force on any atom, hartree/bohr: 0.147
LUMO, eV: 0.78
Energy above the lowest of the compared OMol25 structures with the same formula, charge and spin, kJ/mol: 155.13
E_tot, Ha: -835.69957
SMILES: CN(C)C(=S)Cn1cccn1

Element x y z (Å)
C1 -1.34765 1.04634 -0.00862
N1 -0.10687 1.50375 0.67074
C2 0.00233 2.96047 0.78280
C3 0.68172 0.67610 1.31708
S1 1.99301 1.20043 2.14810
C4 0.30511 -0.95591 1.26935
N2 0.27215 -1.51510 -0.06231
C5 1.22362 -1.56210 -0.98255
C6 0.73068 -2.32490 -2.06485
C7 -0.68218 -2.48130 -1.76257
N3 -0.88838 -1.99544 -0.53491
H1 -2.18683 0.81971 0.63873
H2 -1.79346 1.62876 -0.71189
H3 -1.01912 0.17185 -0.53755
H4 0.90872 3.07575 1.33884
H5 0.23559 3.31514 -0.25052
H6 -0.89100 3.43898 1.25835
H7 -0.61183 -1.24998 1.81134
H8 1.26264 -1.25617 1.68708
H9 2.28144 -1.30701 -0.62889
H10 1.06730 -2.43109 -3.04955
H11 -1.43699 -2.75826 -2.32820

---

Record 5
Computed, not measured: a molecular structure, C46H56AgNP2SSiTe, with the ωB97M-V functional and the def2-TZVPD basis.

Values from the calculation:
Gap between HOMO and LUMO, eV: 5.27
HOMO energy, eV: -1.0
Strongest force on any atom, hartree/bohr: 0.015
LUMO, eV: 4.25
E_tot, Ha: -3626.64611
Charge: -2

Element x y z (Å)
Ag1 0.56139 0.19361 -0.15377
C1 2.29840 -3.32160 -0.49480
P1 1.70131 -2.58818 1.10349
C2 1.54788 -4.23024 1.98487
C3 2.64649 -5.04211 2.27996
C4 2.48126 -6.29129 2.86183
C5 1.20765 -6.76037 3.16709
C6 0.10639 -5.96572 2.88644
C7 0.27932 -4.71149 2.30359
C8 3.27920 -2.04123 1.86198
C9 4.35176 -1.61257 1.08940
C10 5.51647 -1.15048 1.69064
C11 5.61625 -1.08976 3.07123
C12 4.53651 -1.48706 3.85522
C13 3.37877 -1.95583 3.25321
C14 2.17002 -2.43982 -1.70810
C15 2.32919 -2.84397 -3.02990
C16 2.24856 -1.66313 -3.80954
C17 2.03483 -0.62509 -2.91074
C18 2.01029 0.84291 -3.21790
P2 0.53049 1.71322 -2.50910
C19 1.07038 3.47576 -2.51459
C20 0.68696 4.28461 -1.44681
C21 1.04767 5.62494 -1.40409
C22 1.81475 6.16819 -2.42575
C23 2.21176 5.36942 -3.49208
C24 1.83608 4.03271 -3.53581
C25 -0.56840 1.74035 -3.98526
C26 -0.77807 0.53699 -4.66955
C27 -1.71058 0.45014 -5.69553
C28 -2.46348 1.56086 -6.05383
C29 -2.26929 2.75950 -5.37876
C30 -1.33413 2.84822 -4.35385
N1 1.97591 -1.09192 -1.62750
H1 1.72845 -4.24200 -0.63189
H2 3.34114 -3.62179 -0.33946
H3 3.64639 -4.68805 2.05703
H4 3.35012 -6.90222 3.08213
H5 1.07766 -7.73690 3.62070
H6 -0.89269 -6.31363 3.12304
H7 -0.58869 -4.09437 2.09805
H8 4.26320 -1.60845 0.00739
H9 6.33385 -0.80163 1.07118
H10 6.51839 -0.71256 3.53780
H11 4.59559 -1.42094 4.93579
H12 2.53614 -2.25631 3.86927
H13 2.49386 -3.85588 -3.37986
H14 2.33271 -1.57350 -4.88607
H15 2.04535 0.98717 -4.29885
H16 2.87583 1.34789 -2.77758
H17 0.12526 3.84147 -0.63043
H18 0.75503 6.23513 -0.55727
H19 2.11491 7.20936 -2.38729
H20 2.81838 5.78799 -4.28774
H21 2.13862 3.41928 -4.37690
H22 -0.20382 -0.34057 -4.38156
H23 -1.85870 -0.49330 -6.20844
H24 -3.20149 1.49226 -6.84529
H25 -2.85604 3.63144 -5.64710
H26 -1.19875 3.78951 -3.83304
C31 -1.20073 0.72997 3.17605
C32 -2.15504 -0.22369 2.43164
C33 -1.63035 -1.63544 2.73630
C34 -3.55266 -0.10148 3.05646
Si1 -1.95936 0.09200 0.47678
C35 -3.08849 1.68085 0.09604
C36 -4.60760 1.49229 0.16771
C37 -2.70420 2.80761 1.06949
C38 -2.74364 2.22511 -1.29868
C39 -2.80322 -1.43482 -0.46493
C40 -3.06491 -1.08595 -1.93798
C41 -1.75974 -2.56776 -0.48911
C42 -4.10885 -1.98533 0.12842
H27 -1.09264 0.40987 4.22556
H28 -1.55277 1.76320 3.18610
H29 -0.20502 0.72919 2.72110
H30 -1.61659 -1.80612 3.82536
H31 -0.60916 -1.75314 2.36340
H32 -2.24890 -2.41970 2.28979
H33 -3.52345 -0.44409 4.10363
H34 -4.30001 -0.70488 2.53504
H35 -3.90424 0.93349 3.06875
H36 -4.93512 1.11804 1.13945
H37 -4.96942 0.80283 -0.59745
H38 -5.10884 2.45975 -0.00357
H39 -3.08767 2.63317 2.07725
H40 -3.12833 3.76130 0.71742
H41 -1.61615 2.92552 1.13787
H42 -2.96582 1.52964 -2.10927
H43 -1.68020 2.46322 -1.35439
H44 -3.30763 3.15304 -1.49264
H45 -2.19516 -0.59991 -2.39318
H46 -3.93276 -0.43705 -2.07376
H47 -3.25441 -2.01144 -2.50432
H48 -1.33272 -2.76169 0.49691
H49 -2.21316 -3.50084 -0.86255
H50 -0.91808 -2.31170 -1.14161
H51 -4.88340 -1.21732 0.20114
H52 -3.96386 -2.40852 1.12445
H53 -4.50177 -2.79279 -0.51191
Te1 2.82083 1.79158 0.66651
C43 2.14509 2.79347 2.38566
C44 2.03505 2.31315 3.66456
C45 1.50900 3.25674 4.59954
C46 1.22111 4.46081 4.03213
S1 1.59265 4.42971 2.35209
H54 2.30806 1.29541 3.91722
H55 1.34545 3.03760 5.64828
H56 0.80614 5.34610 4.49197

---

strongest force on any atom of number 4 (C7H11N3S)?
0.147 hartree/bohr

---

Which formula does entry 5 have?
C46H56AgNP2SSiTe

---

Look up the strongest force on any atom of the first one.
0.016 hartree/bohr

---

strongest force on any atom of number 3 (C16H35IN3O7S)?
0.044 hartree/bohr